1.
ORCA calculation (the ωB97M-V functional and the def2-TZVPD basis) on 4 unconnected molecules or ions with the total composition C28H63BO9P2S3 at a distorted geometry.

```
106
Properties=species:S:1:pos:R:3:forces:R:3
C 0.65810 0.34636 -2.22046 0.0 0.3 -0.2
H -1.96191 0.13067 3.16351 0.0 -0.1 0.1
H 0.31611 -0.41951 -2.91771 0.0 -0.2 0.0
H 3.97480 0.04760 4.65081 0.0 0.0 0.0
C -2.21425 -0.35700 2.21904 0.2 0.0 0.1
H 1.94280 -0.44940 0.29280 0.1 0.4 -0.1
C 3.86578 -1.03560 4.66368 0.2 0.2 -0.1
O -6.81631 -2.56549 0.01676 0.0 0.2 -0.1
O -4.91374 -2.57327 -1.61860 0.0 0.1 0.0
H 1.28520 1.52187 -3.93745 -0.1 0.2 0.0
H 1.29418 -2.65099 4.37256 0.1 0.1 0.0
H 1.23192 1.18060 2.41681 0.3 0.5 -0.4
H -1.78264 4.26024 0.86301 0.0 0.0 0.0
H 2.71023 3.10508 -2.74650 0.2 0.0 0.1
C 8.12539 -1.01954 -1.72085 0.1 0.0 -0.2
H -4.93998 -3.61069 1.58275 0.0 0.1 0.0
H 4.08399 3.53934 -0.97354 0.0 0.1 -0.1
P 1.00917 -2.38842 3.00128 -0.9 0.2 0.5
H -5.16858 -0.35699 0.40239 0.0 -0.3 -0.1
H -1.72895 -0.37454 -0.70244 0.0 -0.1 0.0
C 1.65497 1.24567 -2.94891 0.2 -0.2 0.2
H -7.23626 -5.03730 -0.85160 0.0 0.0 0.0
H 5.29059 -2.07535 3.43368 0.2 0.2 -0.2
C -4.26822 4.94551 -0.21694 0.0 0.0 0.0
H -3.82032 5.18618 1.91072 0.0 0.0 0.0
H 3.77011 -1.71919 0.60209 0.0 0.0 -0.2
O 6.11015 -1.06452 -0.01679 -0.1 -0.1 0.0
H -0.74936 1.95953 -2.34954 0.0 0.2 0.1
H 4.33770 -3.37591 0.46492 0.0 -0.1 -0.1
H -0.28846 1.48803 -0.69417 -0.1 0.4 0.0
H 2.63474 3.96849 -0.03196 0.0 0.1 0.0
C -4.81314 -5.50043 0.46551 0.0 0.0 0.0
H 1.12672 3.11081 -1.98978 0.0 0.0 0.1
H -1.85049 -0.41903 -2.43865 0.1 0.0 -0.1
H -2.61182 -2.45760 2.31426 0.0 -0.1 -0.1
H -4.27776 -0.93631 2.52208 0.0 -0.1 0.0
C -5.19628 -5.78611 -0.99323 0.0 0.1 0.0
B 1.29121 -0.70117 2.12596 0.0 0.3 -0.3
H 4.47998 -1.40619 5.48136 0.0 -0.1 0.1
H 0.66767 -3.46950 2.15465 0.2 0.0 -0.3
H -3.90165 -6.02080 0.75469 0.0 0.0 0.0
H 2.57511 0.67779 -3.10683 0.1 0.0 -0.1
H -3.68000 6.66686 0.96273 0.0 0.0 0.0
S -5.72186 -3.24222 -0.63086 -0.1 -0.3 0.0
C 3.51279 -2.76009 0.80417 -0.3 0.4 0.5
H -5.53658 -6.81126 -1.12967 0.0 0.0 0.0
H -4.70432 1.73055 -0.29835 -0.1 0.1 0.2
H 4.39074 -0.81195 2.57301 0.1 0.0 -0.1
C -3.78207 1.16045 -0.17562 0.3 0.0 -0.1
H 7.32457 1.58630 -2.20892 0.0 0.0 0.0
C 3.30225 3.15002 -0.31471 -0.1 0.0 0.1
C 4.31425 -1.61338 3.30677 -0.4 -0.1 0.2
O 5.98612 -2.53120 -2.04708 0.0 0.0 0.1
H 2.58986 -3.01001 0.28053 0.0 -0.2 -0.2
H -4.33359 -5.62886 -1.64373 0.0 0.0 0.0
C -3.55203 5.34863 -1.51200 -0.2 -0.1 0.1
H -6.44915 -4.64285 -2.40470 0.0 0.1 0.0
H -2.91340 2.08308 -1.89344 -0.1 0.0 -0.2
C 8.15180 -0.23340 -3.02759 -0.1 0.0 0.0
S -1.82926 5.61210 -1.06614 -0.1 -0.1 0.1
H -3.13501 1.74358 0.48923 0.1 0.0 0.0
H -3.62837 -3.66079 0.38050 0.0 0.0 -0.1
H -3.57893 -0.97609 -0.06777 -0.1 -0.2 0.1
C -1.72627 -1.82018 2.26986 -0.4 0.1 0.2
H -1.34631 5.95251 1.23440 0.1 0.0 -0.1
O -1.00935 4.57968 -1.64756 0.1 0.0 -0.1
O 1.12237 -0.65061 0.75634 -0.1 -0.6 0.4
C -3.71246 -0.18809 1.96278 0.1 0.2 -0.1
H -4.24975 3.86104 -0.10911 0.0 0.0 0.0
H 8.51019 -0.43139 -0.88863 0.0 0.0 0.0
O -1.50348 7.00126 -1.26230 0.1 0.0 0.0
C -4.09521 -0.19271 0.48198 -0.2 0.5 0.2
H 7.95525 -0.90363 -3.86682 0.0 0.0 0.0
C -2.02932 5.30747 0.68690 -0.1 0.0 0.2
O 1.67317 0.42796 2.81171 -0.2 -0.6 0.5
C -1.80872 0.26124 -1.58702 0.0 0.0 0.0
H -5.61149 -5.84501 1.12534 0.0 0.0 0.0
H -1.21750 -2.07072 1.33284 0.1 -0.1 -0.1
H -0.86825 -1.37078 4.23232 0.0 0.1 0.0
H 5.18429 -0.33568 -3.19949 0.0 -0.1 0.0
H 1.17721 -0.14611 -1.40391 -0.2 -0.1 -0.2
H -4.00973 0.78256 2.37015 -0.2 0.0 0.1
H -1.65040 0.18936 1.45467 0.0 0.1 0.0
S 6.38358 -1.30153 -1.41111 0.2 0.2 0.0
H 9.12235 0.23226 -3.19090 0.0 0.0 0.0
O 2.59222 2.10396 -0.93138 0.2 -0.2 0.0
H 8.63256 -1.98008 -1.76909 -0.1 0.0 0.1
C 2.01166 2.49126 -2.16490 -0.2 0.1 -0.3
C -3.11761 1.06671 -1.55054 0.0 -0.3 0.3
H -1.17377 -3.07132 3.96291 0.1 -0.1 0.0
H -3.82710 0.59431 -2.23046 -0.1 0.1 -0.1
H -3.59246 4.57717 -2.27698 0.1 0.0 0.0
H 3.77128 2.75442 0.58306 0.0 -0.1 0.1
H 6.82739 1.28923 -3.86910 0.0 0.0 0.0
C -6.29437 -4.78557 -1.33816 0.0 -0.2 0.0
C -0.83214 -2.15440 3.47082 0.1 -0.1 -0.2
H -5.31173 5.25559 -0.23738 0.0 0.0 0.0
H 5.16276 0.70641 -1.75836 -0.1 0.0 0.1
C 5.78299 0.08108 -2.39280 0.1 0.2 -0.1
C -3.50516 5.58907 0.94950 0.0 0.0 -0.1
H -3.92546 6.28851 -1.91343 0.1 0.0 0.0
C 7.02957 0.80700 -2.91415 0.0 0.0 0.0
H 2.82706 -1.23075 4.91011 -0.1 0.0 0.0
C -0.55050 1.11750 -1.68614 0.1 -0.5 -0.1
C -4.64351 -3.98278 0.60538 0.1 -0.2 0.1
P 3.22178 -2.95860 2.62289 0.6 -0.6 0.1
```
Forces are in eV/Å.

## Properties
- gap between HOMO and LUMO (eV) = 6.847
- E_LUMO (eV) = 0.40
- 2S+1 = 1
- molar mass (g/mol) = 712.76
- structure (SMILES) = CCP(C)[PH2](CCCCCCCCCCCCOC)B(O)O.O=S1(=O)CCCC1.O=S1(=O)CCCC1.O=S1(=O)CCCC1
- highest occupied orbital energy (hartree) = -0.23677

---

2.
ORCA calculation (the ωB97M-V functional and the def2-TZVPD basis) on 18 unconnected molecules or ions with the total composition C28H64ClFN17O36P at a distorted geometry.

```
148
Properties=species:S:1:pos:R:3:forces:R:3
C -0.83998 9.33105 -1.90433 -0.3 0.2 0.0
H 1.52673 6.14152 -2.78219 0.6 -1.4 0.9
H -0.25037 0.72662 -9.00373 -0.1 -0.1 0.0
H 9.88244 0.69050 -2.98539 -0.1 -0.1 0.0
C 2.88905 4.75536 0.60871 0.2 -1.0 -0.7
H -1.47912 0.11564 -10.15539 0.1 -0.2 0.0
H 4.29757 2.49542 3.34375 0.0 -0.1 0.1
C -4.04673 -1.61747 1.24261 -0.2 0.2 -0.4
H 0.11337 6.77623 4.65252 0.0 0.1 -0.2
H 10.82069 -0.69387 -2.34322 -0.1 0.0 -0.1
O 2.99366 3.30705 5.92315 0.4 -0.2 0.0
H -3.59534 1.74395 4.74625 -0.1 -0.1 0.0
C -3.94522 -8.99742 -4.46256 -0.1 -0.4 0.0
O 2.95859 6.35719 3.78591 -0.2 0.3 -0.1
O 6.40865 -2.05728 -1.96899 -0.5 0.1 -0.1
O -3.83810 -6.69340 -4.46321 0.3 -1.0 -0.3
H -3.76281 -6.09003 1.13044 0.0 0.2 -0.2
H 2.11328 -1.70670 -1.83446 -0.4 -0.2 1.7
H -4.76652 -5.19146 -5.13424 -0.3 0.4 0.3
N 9.53492 -1.12958 -3.95197 0.1 -0.2 -0.1
N 5.30463 -1.84146 -2.44285 0.0 0.1 0.1
H -4.26651 -0.71968 1.82062 0.1 -0.2 -0.1
C 6.11363 4.19059 -3.13619 0.3 0.1 0.0
H 3.49134 3.96904 0.02634 -0.4 1.2 1.1
H -2.09419 -2.95785 -5.01591 0.3 0.1 -0.1
C -0.75646 -0.15651 -9.38770 0.2 0.3 -0.1
H 2.55739 -2.78076 -0.41479 -0.7 1.2 -0.3
H -3.30045 -1.41751 0.47236 -0.1 0.0 0.2
N 1.89853 -2.18869 3.76089 0.1 -0.1 -0.1
C -8.60524 -0.93247 4.01301 0.0 -0.3 -0.2
H -4.13550 -6.35677 4.06041 -0.2 0.0 0.0
N -9.02580 0.34067 4.65331 -0.2 0.1 0.0
H -2.87781 -9.09157 -4.65593 -0.1 0.1 0.2
O 4.41269 -1.20724 -1.90830 0.8 -0.1 -0.2
H 0.29933 -1.49920 4.94305 0.1 -0.1 -0.1
N -3.34283 -6.65794 -0.83625 0.1 -0.1 -0.2
N 1.94393 7.02396 3.67228 0.1 0.0 0.0
O -5.22953 -7.63950 -5.83142 0.3 0.2 0.3
C 0.49692 2.51491 0.90666 -0.1 -0.1 1.0
H 0.83404 5.26644 4.01234 0.1 0.2 -0.1
C 0.64338 6.32001 3.81767 -0.2 -0.4 0.0
O -4.05668 -3.68114 2.30421 0.4 0.2 0.2
C -2.99208 -5.89261 0.38759 0.3 0.1 0.2
H -0.16590 -0.91907 -2.08660 -0.7 -0.1 1.5
C 2.04501 5.31152 -2.20774 0.7 -1.0 -0.4
H -5.24575 1.79882 5.45959 0.1 -0.1 -0.1
H 5.75680 -1.97740 -4.47924 0.1 -0.1 0.1
H 0.09544 6.44643 2.88437 0.0 0.1 0.1
H -1.48929 -1.33896 -5.50812 0.0 -0.4 0.1
Cl -1.01269 4.12940 -2.79677 0.3 -1.5 1.9
H 9.06756 -0.56921 -1.99352 0.0 0.1 -0.1
H 5.55308 3.63472 8.98525 0.2 0.0 -0.1
F -1.90011 -1.43152 -1.05656 2.0 0.7 0.4
C 0.30445 3.49302 -0.35376 -0.8 -1.7 -1.7
H 7.04445 4.16148 -2.57391 -0.2 -0.1 0.0
C 6.17453 4.17437 8.27255 -0.2 0.0 -0.2
H -6.13403 -4.03441 -5.20892 0.1 0.2 0.2
H 0.14615 -3.04599 -0.49566 0.1 1.5 0.5
N -0.03829 -2.66834 -4.80281 -0.2 0.0 0.0
O 5.43340 2.85382 -1.37285 -0.3 0.2 -0.3
O 4.99530 2.47750 5.84241 -0.4 0.1 0.0
C 0.53084 0.94348 0.53301 -2.3 0.7 -2.3
C -1.42585 -2.13916 -4.76905 0.0 0.4 0.1
P 1.31901 5.07143 -0.44966 0.0 0.4 0.5
O -4.66272 -2.23428 -4.61063 0.4 -0.3 0.2
O 0.57503 2.92093 2.08756 0.0 -1.2 -3.7
H -5.58036 -5.35639 3.68135 0.1 -0.1 0.0
C -0.52333 -0.95078 -0.99336 1.1 0.1 -0.7
H 5.56655 4.82009 7.64312 0.1 0.0 0.1
H -4.95573 -2.02716 0.80714 0.1 0.0 0.1
O -2.12785 -1.80839 -8.54618 0.2 0.4 0.2
H -4.15807 -9.03119 -3.39484 0.2 0.1 -0.1
O -3.47076 -3.65910 -3.48894 -0.5 0.1 0.0
N -3.46818 -2.61786 2.17120 -0.3 0.2 -0.2
O 2.54539 -3.15183 3.39721 -0.2 0.5 0.1
O 7.87819 4.43536 9.80925 -0.2 0.3 -0.2
N -4.37458 -7.66607 -4.96209 0.0 -0.1 0.0
H 3.14996 5.59852 -2.06033 -1.7 -0.3 -0.1
H -2.96326 -4.83802 0.11854 -0.2 -0.1 0.0
C -0.41464 0.54574 -0.45841 1.4 0.7 2.0
H 5.73749 5.21029 -3.20798 0.0 -0.1 -0.1
H -4.66991 3.14011 4.42038 0.0 -0.2 -0.1
H 1.20808 -2.89439 5.60426 0.0 -0.1 -0.2
O 7.07513 6.22073 8.87576 0.2 -0.4 0.2
H -5.75715 -4.86740 -3.66800 0.2 -0.1 -0.1
C -0.64588 3.08562 -1.33186 1.6 0.0 2.1
O -2.57120 1.46933 -1.32545 3.6 0.5 0.5
C -4.85212 -5.63125 4.44234 0.2 0.3 0.0
C 3.58834 2.07500 4.05555 -0.2 -0.1 -0.3
N -0.10003 8.26561 -1.17979 0.0 -0.2 0.3
N 7.12150 5.01565 9.05046 0.0 0.2 0.1
H 1.27426 0.24593 1.02039 -1.2 1.0 -0.4
H -1.63373 -1.76054 -3.77081 0.0 -0.2 -0.1
H 6.76488 3.49030 7.66583 -0.1 0.0 0.2
O 0.61757 -2.60223 -3.77317 0.1 -0.1 -0.4
H 6.24392 3.74686 -4.12209 -0.1 0.1 0.1
H 0.39674 -1.76382 0.89136 -0.1 -0.7 -1.6
O -2.54048 -7.48713 -1.22935 -0.4 0.2 0.0
C 0.78402 -2.44429 4.70787 -0.3 0.1 0.2
O 3.98742 3.32027 -2.92039 0.7 -0.3 0.2
H -0.15496 10.16482 -2.05047 0.0 -0.2 -0.1
O 0.34969 -3.13267 -5.86019 0.1 0.1 0.5
C -4.62528 2.06929 4.60610 0.1 0.3 0.2
H 0.08880 -3.12251 4.21492 0.1 0.0 0.1
O -8.21040 0.88906 5.37600 -0.2 -0.1 -0.2
H -2.01941 -6.22620 0.74322 -0.1 0.0 -0.1
H 2.64756 4.34245 1.63677 0.1 0.6 -1.3
H -0.03611 -0.88227 -9.76201 -0.2 0.0 0.0
N 5.09359 3.38675 -2.41472 0.0 -0.3 0.1
H -9.42400 -1.30630 3.40199 0.0 0.2 0.1
H 3.45957 5.73669 0.72205 -0.8 -1.3 -0.3
H -4.50292 -9.76676 -4.99239 0.0 0.2 0.0
O -5.54463 2.03111 2.48456 0.1 -0.5 0.3
N 3.88170 2.67048 5.38493 -0.2 0.1 0.0
C 9.85426 -0.36496 -2.71894 0.2 0.1 0.3
O 10.34910 -1.95250 -4.32796 -0.4 0.3 0.0
O -10.14794 0.74495 4.41283 0.5 0.0 0.2
H -1.16573 8.91514 -2.85668 0.2 0.1 0.0
O 1.90062 8.22010 3.44899 0.1 -0.4 0.1
H -1.69452 9.63462 -1.30351 0.1 -0.1 0.0
O -1.43992 -0.27432 -7.17796 -0.1 0.0 -0.5
H 5.13751 -3.48620 -3.72099 0.1 0.1 0.0
O -5.18144 0.13471 3.47069 -0.2 0.3 0.0
H 2.06788 4.33359 -2.80062 -0.2 1.5 0.9
H 3.71047 0.99649 4.14571 0.1 0.1 0.0
C -1.37300 1.67778 -1.08618 -1.4 0.0 -0.4
N -5.59153 -6.27678 5.55846 -0.1 -0.1 0.2
H -4.34167 -4.74971 4.82259 -0.1 -0.1 0.0
O 2.08279 -1.03393 3.41547 0.1 -0.2 -0.1
O -0.53522 7.92020 -0.09810 0.3 0.2 -0.4
C 5.02917 -2.40493 -3.79028 -0.2 0.0 -0.3
N -5.16250 1.35565 3.41957 -0.1 0.4 -0.1
O -4.41096 -6.39959 -1.35938 0.3 -0.2 0.1
O -6.21982 -7.28567 5.29159 0.2 0.3 0.2
O -2.44091 -2.30264 2.73487 0.0 -0.4 0.1
C -5.34433 -4.44825 -4.58453 -0.5 0.3 -0.5
H -8.36506 -1.63664 4.80825 0.1 0.1 -0.1
O 0.89470 7.81514 -1.72818 -0.5 0.7 0.4
N -1.50418 -0.80028 -8.27709 -0.1 -0.2 0.1
C 0.45572 -1.98240 -0.23639 0.3 0.7 -0.1
O -5.51751 -5.75361 6.65648 -0.1 -0.3 -0.3
C 2.00625 -1.83140 -0.70305 -0.6 -0.1 -0.1
H 2.53860 -0.96471 -0.20231 -0.7 -1.1 -0.6
H -7.73195 -0.71677 3.39826 0.0 0.0 0.2
H 4.01615 -2.13757 -4.08474 0.1 0.0 0.2
O 8.47596 -0.87505 -4.49763 0.3 -0.1 0.1
N -4.41725 -3.35488 -4.19749 -0.4 0.0 0.1
H 2.56632 2.32237 3.77384 0.1 0.0 0.1
```
Forces are in eV/Å.

## Properties
- gap between HOMO and LUMO (eV) = 6.817
- E_LUMO (eV) = -1.16
- 2S+1 = 1
- molar mass (g/mol) = 1300.33
- highest occupied orbital energy (hartree) = -0.29299

---

Q: What is the formula in the second record?
A: C28H64ClFN17O36P